Record 1
Below is C30H35AsN7O5SW as an isolated structure at a distorted geometry, with properties calculated with the ωB97M-V functional and the def2-TZVPD basis.

The geometry in ORCA input format:
```
! wB97M-V def2-TZVPD RIJCOSX def2/J DEFGRID3
* xyz 1 1
W -0.39 0.21 0.75
N -2.92 2.36 3.87
C -2.26 1.52 3.03
S -1.59 2.23 1.60
N -2.19 0.28 3.38
N -1.47 -0.53 2.50
C -1.42 -1.75 2.92
C -0.74 -2.87 2.29
C -0.57 -4.05 3.02
C 0.09 -5.13 2.46
C 0.58 -5.03 1.16
C 0.41 -3.88 0.42
C -0.26 -2.79 0.98
O -0.45 -1.69 0.24
H -3.05 3.32 3.64
H -3.36 1.98 4.69
H -1.90 -1.94 3.87
H -0.97 -4.12 4.03
H 0.21 -6.04 3.03
H 1.09 -5.88 0.72
H 0.77 -3.80 -0.60
C 4.30 2.85 4.27
C 4.82 1.43 4.09
C 4.18 0.46 5.08
C 4.69 0.93 2.65
N 3.31 0.60 2.29
C 2.67 -0.58 2.32
N 1.41 -0.35 2.07
N 1.31 0.96 1.84
N 2.43 1.56 1.94
H 4.42 3.17 5.30
H 3.23 2.91 4.03
H 4.83 3.56 3.63
H 5.90 1.44 4.27
H 3.09 0.49 5.02
H 4.45 0.73 6.10
H 4.51 -0.57 4.92
H 5.26 0.02 2.50
H 5.02 1.67 1.93
H 3.13 -1.53 2.54
C -3.77 1.45 -0.88
As -2.59 -0.05 -0.62
C -3.72 -1.44 0.07
C -2.13 -0.56 -2.45
C -3.15 -1.46 -3.10
C -3.09 -2.84 -2.91
C -4.06 -3.66 -3.46
C -5.10 -3.12 -4.21
C -5.16 -1.75 -4.40
C -4.19 -0.93 -3.85
H -4.52 1.15 -1.62
H -3.21 2.30 -1.24
H -4.26 1.72 0.05
H -4.49 -1.68 -0.67
H -4.19 -1.10 0.99
H -3.13 -2.33 0.27
H -1.15 -1.04 -2.40
H -2.03 0.38 -2.99
H -2.28 -3.26 -2.33
H -4.00 -4.73 -3.31
H -5.85 -3.77 -4.64
H -5.96 -1.32 -4.99
H -4.24 0.14 -4.02
O -0.13 1.76 -0.69
C 0.86 1.19 -1.29
O 1.21 0.08 -0.80
C 1.50 1.81 -2.45
C 2.44 1.07 -3.16
C 3.07 1.59 -4.29
C 2.70 2.87 -4.65
O 3.16 3.59 -5.70
C 2.47 4.85 -5.67
O 1.60 4.83 -4.53
C 1.76 3.61 -3.95
C 1.13 3.11 -2.84
H 2.67 0.07 -2.82
H 3.80 1.03 -4.86
H 1.88 4.95 -6.57
H 3.19 5.65 -5.55
H 0.40 3.68 -2.28
*
```

Properties
- HOMO-LUMO gap: 0.2518 Eh
- Total energy: -4624.58357 hartree
- HOMO: -0.35101 hartree
- ΔE to the lowest compared entry with this formula, charge and spin: 0.000 eV

=====

Record 2
Below is a 11-piece molecular cluster, C38H76O36S3 overall at a distorted geometry, with properties calculated with the ωB97M-V functional and the def2-TZVPD basis.

The geometry in ORCA input format:
```
! wB97M-V def2-TZVPD RIJCOSX def2/J DEFGRID3
* xyz 0 1
C 3.69 2.83 7.33
C 3.07 1.42 7.25
O 2.34 1.41 6.07
C 2.19 0.32 5.43
O 2.50 -0.86 5.69
O 1.65 0.63 4.18
C 1.17 -0.45 3.25
H 4.52 2.89 6.63
H 4.16 2.97 8.30
H 3.02 3.68 7.16
H 2.34 1.22 8.04
H 3.83 0.65 7.15
H 0.26 -0.85 3.69
H 1.96 -1.16 3.05
H 0.89 0.11 2.36
C -0.23 -2.99 -7.27
C 0.64 -2.76 -6.08
O 0.09 -1.64 -5.31
C 0.53 -0.43 -5.48
O 1.23 -0.07 -6.43
O -0.28 0.35 -4.77
C 0.01 1.71 -4.84
H -0.41 -2.07 -7.83
H -1.11 -3.36 -6.75
H 0.20 -3.71 -7.97
H 1.68 -2.59 -6.37
H 0.69 -3.65 -5.45
H 0.16 2.02 -3.81
H -0.69 2.38 -5.34
H 0.91 2.06 -5.36
C -2.73 -4.34 -0.56
C -3.72 -4.30 0.63
O -3.08 -3.57 1.70
C -3.76 -3.29 2.88
O -4.89 -3.70 3.11
O -3.07 -2.53 3.77
C -3.46 -2.24 5.08
H -3.35 -4.69 -1.39
H -1.82 -4.92 -0.45
H -2.35 -3.36 -0.83
H -4.07 -5.29 0.90
H -4.59 -3.77 0.24
H -3.84 -3.09 5.65
H -4.35 -1.60 5.08
H -2.61 -1.80 5.61
C -5.23 4.82 3.26
C -4.36 4.50 2.11
O -3.26 3.77 2.63
C -2.10 3.79 2.06
O -1.81 4.18 0.94
O -1.14 3.42 2.95
C 0.17 3.58 2.51
H -6.05 5.46 2.94
H -4.73 5.40 4.04
H -5.56 3.90 3.74
H -4.17 5.42 1.56
H -4.85 3.80 1.44
H 0.53 4.57 2.76
H 0.28 3.26 1.47
H 0.79 3.01 3.20
C -0.16 -4.31 3.50
C 0.00 -4.05 1.94
O 1.26 -4.47 1.48
C 1.39 -5.82 1.32
O 0.54 -6.68 1.14
O 2.72 -6.00 1.11
C 3.24 -7.10 0.28
H -1.17 -3.98 3.75
H 0.60 -3.73 4.02
H -0.14 -5.35 3.83
H -0.01 -2.97 1.80
H -0.75 -4.53 1.32
H 4.24 -7.31 0.66
H 3.33 -6.89 -0.78
H 2.83 -8.09 0.51
C -1.92 -4.44 -4.04
C -3.03 -3.38 -4.28
O -4.16 -3.91 -4.84
C -4.31 -4.02 -6.20
O -3.55 -3.51 -7.00
O -5.45 -4.68 -6.47
C -5.94 -4.86 -7.78
H -1.70 -4.96 -4.97
H -2.37 -5.14 -3.34
H -1.03 -3.96 -3.62
H -2.59 -2.68 -4.99
H -3.14 -2.82 -3.35
H -6.49 -5.79 -7.94
H -5.27 -4.73 -8.63
H -6.53 -3.95 -7.91
C -3.22 0.05 1.45
C -4.62 0.63 1.30
O -5.25 0.23 2.52
C -6.53 -0.13 2.50
O -7.32 -0.25 1.58
O -6.82 -0.33 3.80
C -8.07 -0.62 4.25
H -3.16 -1.02 1.26
H -2.65 0.27 2.35
H -2.59 0.47 0.67
H -5.23 0.30 0.46
H -4.46 1.70 1.21
H -8.10 -1.58 4.76
H -8.81 -0.56 3.45
H -8.50 0.14 4.90
C 3.62 3.69 -5.52
C 4.01 2.33 -5.10
O 5.26 2.41 -4.32
C 5.46 1.63 -3.21
O 4.67 0.80 -2.78
O 6.74 1.68 -2.88
C 7.07 1.01 -1.67
H 2.55 3.60 -5.65
H 4.10 3.84 -6.49
H 3.66 4.58 -4.90
H 4.21 1.59 -5.89
H 3.17 1.90 -4.57
H 8.15 1.01 -1.82
H 6.82 -0.05 -1.73
H 6.88 1.54 -0.73
C 5.08 4.86 3.20
C 3.60 4.77 3.67
O 3.39 3.42 3.97
S 4.27 2.50 2.89
O 3.39 2.25 1.73
O 4.94 1.38 3.55
O 5.39 3.69 2.51
H 5.86 4.91 3.95
H 5.18 5.79 2.64
H 2.84 4.99 2.91
H 3.39 5.37 4.56
C 0.48 1.22 -0.33
C 1.72 0.96 -1.33
O 1.45 -0.20 -1.98
S 0.69 -1.27 -1.04
O 1.57 -1.78 0.10
O -0.06 -2.19 -1.80
O -0.34 0.03 -0.47
H -0.22 1.99 -0.67
H 0.88 1.35 0.67
H 2.73 0.83 -0.96
H 1.78 1.80 -2.02
C 4.65 4.36 -1.39
C 4.82 5.64 -0.62
O 3.61 5.76 0.11
S 2.31 5.24 -0.89
O 2.03 6.30 -1.87
O 1.22 4.53 -0.30
O 3.26 4.07 -1.47
H 5.29 3.60 -0.94
H 5.06 4.44 -2.40
H 4.82 6.46 -1.35
H 5.64 5.72 0.09
*
```

Properties
- HOMO-LUMO gap: 0.3793 Eh
- SMILES: O=S1(=O)OCCO1.O=S1(=O)OCCO1.O=S1(=O)OCCO1.CCOC(=O)OC.CCOC(=O)OC.CCOC(=O)OC.CCOC(=O)OC.CCOC(=O)OC.CCOC(=O)OC.CCOC(=O)OC.CCOC(=O)OC
- Total energy: -5396.50094 hartree
- HOMO: -0.37651 hartree
- ΔE to the lowest compared entry with this formula, charge and spin: 5.252 eV

=====

Record 3
Below is C25H20F6N3NaO6P as an isolated structure, with properties calculated with the ωB97M-V functional and the def2-TZVPD basis.

The geometry in ORCA input format:
```
! wB97M-V def2-TZVPD RIJCOSX def2/J DEFGRID3
* xyz -2 2
Na -0.26 -0.88 1.17
O 5.91 -2.55 -0.46
C 4.64 -2.06 -0.27
C 4.39 -0.70 -0.27
C 3.08 -0.27 -0.07
N 2.08 -1.12 0.13
C 2.33 -2.43 0.11
C 3.60 -2.95 -0.09
C 1.12 -3.39 0.25
O 1.38 -4.60 0.18
O 0.01 -2.82 0.36
C 2.76 1.24 -0.11
O 3.76 2.00 -0.15
O 1.56 1.55 -0.02
H 6.50 -1.79 -0.56
H 5.15 0.06 -0.42
H 3.74 -4.02 -0.09
C -4.83 1.54 0.82
C -5.50 1.46 -0.40
C -4.88 0.97 -1.53
C -3.55 0.54 -1.47
C -2.94 0.64 -0.24
C -3.50 1.12 0.91
C -2.77 -0.01 -2.61
C -3.20 0.08 -3.96
C -2.41 -0.44 -4.94
C -1.18 -1.05 -4.60
C -0.29 -1.60 -5.55
C 0.89 -2.17 -5.14
C 1.23 -2.20 -3.77
C 0.39 -1.67 -2.83
C -0.83 -1.08 -3.24
N -1.63 -0.56 -2.27
H -5.32 1.93 1.69
H -6.54 1.78 -0.45
H -5.43 0.91 -2.47
H -2.93 1.21 1.83
H -4.14 0.56 -4.20
H -2.71 -0.38 -5.98
H -0.56 -1.58 -6.61
H 1.56 -2.59 -5.87
H 2.16 -2.65 -3.46
H 0.62 -1.68 -1.77
F -1.25 -0.49 3.02
P -0.75 -1.14 4.47
F -0.26 -1.77 5.87
F -1.65 -2.45 4.17
F -2.01 -0.44 5.19
F 0.13 0.18 4.73
F 0.49 -1.81 3.68
C 2.27 3.29 2.63
N 0.87 3.44 2.98
C 0.52 3.50 4.38
C -0.08 3.08 2.08
O -1.26 2.93 2.37
H 2.86 4.01 3.20
H 2.42 3.47 1.56
H 2.64 2.29 2.84
H 1.20 4.19 4.88
H 0.58 2.52 4.86
H -0.50 3.86 4.47
H 0.31 2.96 1.06
*
```

Properties
- ⟨S²⟩: 0.76
- HOMO-LUMO gap (alpha / beta): 0.2692 / 0.2690 Eh
- Total energy: -2683.63671 hartree
- HOMO (alpha / beta): -0.12282 / -0.12281 hartree
- ΔE to the lowest compared entry with this formula, charge and spin: 0.385 eV

=====

Record 4
Below is C2H3F3O2 as an isolated structure at a distorted geometry, with properties calculated with the ωB97M-V functional and the def2-TZVPD basis.

The geometry in ORCA input format:
```
! wB97M-V def2-TZVPD RIJCOSX def2/J DEFGRID3
* xyz 0 3
C 0.32 0.92 -0.45
C 0.16 -0.48 0.16
O 0.73 -0.53 1.49
O -1.15 -0.85 0.32
F -0.61 1.75 0.07
F -0.08 0.90 -1.73
F 0.76 -1.38 -0.70
H 1.54 1.45 -0.64
H 0.08 -1.02 1.98
H -1.76 -0.76 -0.49
*
```

Properties
- ⟨S²⟩: 2.00
- HOMO-LUMO gap (alpha / beta): 0.1917 / 0.2746 Eh
- Total energy: -527.78258 hartree
- HOMO (alpha / beta): -0.18207 / -0.46960 hartree
- ΔE to the lowest compared entry with this formula, charge and spin: 3.160 eV

=====

Record 5
Below is C18H16Br45O2 as an isolated structure at a distorted geometry, with properties calculated with the ωB97M-V functional and the def2-TZVPD basis.

The geometry in ORCA input format:
```
! wB97M-V def2-TZVPD RIJCOSX def2/J DEFGRID3
* xyz -1 1
C -1.52 -3.28 -3.27
C -1.39 -1.98 -3.87
C -1.27 -0.61 -4.82
O -2.33 -0.15 -5.50
O 0.00 0.13 -5.02
H -1.45 -4.47 -3.18
C -5.09 -4.02 -0.92
Br -3.29 -3.48 -1.43
Br -5.15 -4.72 0.89
Br -6.38 -2.58 -1.18
H -5.38 -4.84 -1.59
C 1.09 3.85 -5.51
Br 0.59 5.21 -4.21
Br 3.00 3.84 -5.84
Br 0.43 2.09 -5.00
H 0.60 4.12 -6.45
C 3.90 4.42 -9.95
Br 2.00 4.05 -10.03
Br 4.29 5.94 -8.79
Br 4.93 2.85 -9.46
H 4.21 4.71 -10.96
C -0.85 -0.78 0.87
Br -2.32 0.48 1.00
Br -0.69 -1.53 -0.92
Br 0.82 -0.01 1.48
H -1.08 -1.61 1.54
C 0.20 7.55 -0.99
Br -1.35 7.84 -2.13
Br 0.21 8.76 0.53
Br 0.35 5.69 -0.43
H 1.08 7.78 -1.59
C 0.50 -5.19 1.60
Br 2.04 -4.05 1.32
Br 0.01 -5.30 3.48
Br -1.01 -4.66 0.49
H 0.78 -6.20 1.28
C -0.24 -5.49 8.00
Br -1.37 -6.18 6.58
Br 0.49 -3.74 7.55
Br -1.16 -5.47 9.72
H 0.61 -6.17 8.10
C 4.84 -2.85 7.13
Br 3.71 -3.55 5.71
Br 5.57 -1.11 6.69
Br 3.93 -2.84 8.85
H 5.69 -3.54 7.23
C 4.68 3.33 -1.71
Br 3.08 2.49 -2.44
Br 5.56 4.47 -3.03
Br 4.31 4.29 -0.06
H 5.38 2.52 -1.47
C -4.68 -6.81 4.38
Br -3.78 -5.11 4.09
Br -6.53 -6.57 4.93
Br -4.53 -7.98 2.83
H -4.16 -7.31 5.21
C 3.95 -1.41 -1.05
Br 5.36 -1.87 -2.31
Br 4.51 -0.03 0.20
Br 2.29 -0.93 -1.96
H 3.74 -2.31 -0.46
C 5.85 -6.24 -0.07
Br 4.30 -5.95 -1.21
Br 5.86 -5.03 1.45
Br 6.00 -8.10 0.49
H 6.74 -6.01 -0.67
C 0.64 11.04 -4.70
Br -0.93 12.13 -4.34
Br 1.54 10.51 -3.05
Br 0.23 9.51 -5.82
H 1.35 11.67 -5.26
C -7.39 -4.99 8.69
Br -8.57 -5.89 9.95
Br -7.65 -3.07 8.70
Br -5.52 -5.48 8.97
H -7.66 -5.35 7.69
C -5.23 9.02 -0.97
Br -6.83 8.19 -1.69
Br -4.36 10.16 -2.28
Br -5.60 9.98 0.69
H -4.53 8.22 -0.72
*
```

Properties
- HOMO-LUMO gap: 0.2302 Eh
- Total energy: -116676.22723 hartree
- HOMO: -0.20568 hartree

=====

Record 6
Below is C19H21N3O6 as an isolated structure at a distorted geometry, with properties calculated with the ωB97M-V functional and the def2-TZVPD basis.

The geometry in ORCA input format:
```
! wB97M-V def2-TZVPD RIJCOSX def2/J DEFGRID3
* xyz 0 1
N -1.30 -0.02 3.47
C -0.94 -1.39 3.17
O -0.41 -2.17 4.08
C -1.13 -1.77 1.69
C -2.59 -2.14 1.36
H -2.95 -2.47 2.39
C -2.84 -2.71 0.25
N -1.71 -2.75 -0.66
C -1.81 -1.92 -1.73
O -1.00 -1.63 -2.50
C -3.21 -1.31 -1.86
O -3.79 -0.67 -0.95
C -3.67 0.70 -1.13
C -2.26 1.08 -0.45
N -1.84 1.26 0.63
O -0.56 1.72 0.69
C -0.16 1.46 -0.68
C -1.13 1.20 -1.42
H -1.11 0.78 -2.35
C 1.34 1.63 -0.71
C 1.99 0.94 -1.98
C 3.33 1.25 -2.08
C 4.05 1.75 -1.14
C 3.48 2.43 0.00
C 2.30 1.94 0.26
H 1.67 2.53 1.10
O 4.43 2.87 0.48
C 5.70 2.57 0.07
O 5.40 2.10 -1.29
H 6.06 3.68 -0.32
H 6.43 1.99 0.62
H 3.78 0.58 -3.15
H 1.25 0.46 -2.59
H -3.89 1.27 -2.01
H -4.32 1.18 -0.22
H -3.21 -0.72 -2.73
H -3.90 -2.32 -2.33
C -0.58 -2.90 -0.14
C -0.26 -2.93 1.32
H -0.53 -3.71 1.97
H 0.62 -2.68 1.49
H 0.30 -2.28 -0.67
H -0.29 -4.09 -0.56
H -3.80 -2.66 -0.21
H -2.60 -4.00 0.63
H -3.29 -1.18 1.42
H -0.94 -0.87 0.99
H -1.75 0.55 2.62
H -1.03 0.18 4.43
*
```

Properties
- HOMO-LUMO gap: 0.2954 Eh
- Total energy: -1351.63992 hartree
- HOMO: -0.28774 hartree
- ΔE to the lowest compared entry with this formula, charge and spin: 21.318 eV

=====

Record 7
Below is one molecule with the formula C4H10N2OS at a distorted geometry, with properties calculated with the ωB97M-V functional and the def2-TZVPD basis.

The geometry in ORCA input format:
```
! wB97M-V def2-TZVPD RIJCOSX def2/J DEFGRID3
* xyz 0 1
C -2.77 0.05 0.62
C -1.72 -0.78 -0.08
C 1.06 0.88 -0.20
C 3.34 -0.48 0.23
H -3.20 -0.49 1.45
H -2.24 0.95 1.04
H -3.56 0.42 0.00
H -1.06 -1.15 0.64
H -2.19 -1.62 -0.60
H -0.45 -0.54 -1.65
H -0.55 1.97 -0.55
H 3.41 0.10 1.12
H 3.85 0.10 -0.52
H 3.87 -1.40 0.30
N -1.05 0.06 -1.10
N -0.20 1.02 -0.58
O 1.82 1.76 0.13
S 1.65 -0.85 -0.24
*
```

Properties
- HOMO-LUMO gap: 0.3659 Eh
- SMILES: CCNNC(=O)SC
- Total energy: -741.32878 hartree
- HOMO: -0.33799 hartree
- ΔE to the lowest compared entry with this formula, charge and spin: 1.339 eV

=====

Record 8
Below is one molecule with the formula C6H8 at a distorted geometry, with properties calculated with the ωB97M-V functional and the def2-TZVPD basis.

The geometry in ORCA input format:
```
! wB97M-V def2-TZVPD RIJCOSX def2/J DEFGRID3
* xyz 0 1
C -1.42 0.30 -0.19
C -2.55 -0.42 0.10
C 0.46 -1.04 0.76
C 0.02 0.04 0.14
C 1.04 0.90 -0.59
C 2.40 0.68 -0.24
H -1.45 1.17 -0.94
H -3.37 0.21 0.48
H -2.85 -1.41 -0.06
H 1.39 -0.94 1.41
H -0.09 -1.92 0.77
H 0.54 1.44 -1.38
H 3.23 1.20 -0.62
H 2.63 -0.21 0.35
*
```

Properties
- HOMO-LUMO gap: 0.2756 Eh
- SMILES: C=CC(=C)C=C
- Total energy: -233.22876 hartree
- HOMO: -0.28993 hartree
- ΔE to the lowest compared entry with this formula, charge and spin: 4.306 eV

=====

Record 9
Below is one molecule with the formula C3H11BO2P2S at a distorted geometry, with properties calculated with the ωB97M-V functional and the def2-TZVPD basis.

The geometry in ORCA input format:
```
! wB97M-V def2-TZVPD RIJCOSX def2/J DEFGRID3
* xyz 0 1
C -0.62 1.36 -2.03
B -0.31 0.40 -0.79
P 1.29 0.67 0.23
C 0.74 0.66 2.02
C 2.53 -0.69 -0.10
P -1.65 -0.96 -0.41
O -0.97 -2.06 0.65
O -2.87 -0.18 0.46
S -2.32 -1.80 -2.02
H -0.87 0.81 -2.95
H 0.23 2.04 -2.14
H -1.51 1.97 -1.79
H 0.51 1.69 2.28
H 1.45 0.20 2.71
H -0.20 0.10 2.11
H 2.31 -1.64 0.38
H 2.63 -0.83 -1.18
H 3.51 -0.34 0.24
H -1.44 -1.96 1.48
H -2.44 0.57 0.87
*
```

Properties
- HOMO-LUMO gap: 0.2563 Eh
- SMILES: CB(P(C)C)P(O)(O)=S
- Total energy: -1377.16263 hartree
- HOMO: -0.29970 hartree